Entry 1:
{
  "formula": "C5H8O2",
  "method": "the ωB97M-V functional and the def2-TZVPD basis",
  "symbols": ["O", "C", "O", "C", "C", "C", "C", "H", "H", "H", "H", "H", "H", "H", "H"],
  "coordinates": [[-1.07760, -1.50603, -0.94682], [-1.29556, -0.29796, -1.04483], [-2.32350, 0.11010, -1.92446], [-0.55941, 0.78521, -0.37097], [0.01186, 0.39060, 1.04729], [1.12744, -0.70914, 1.04879], [2.14549, -0.30329, 0.31639], [-2.98911, -0.59447, -2.04893], [-1.31045, 1.58947, -0.22732], [0.28203, 1.10334, -0.94983], [-0.71846, 0.16831, 1.92268], [0.38670, 1.23997, 1.40240], [1.21726, -1.67309, 1.49461], [2.30429, 0.81892, 0.37834], [2.79901, -1.12194, -0.09735]],
  "mulliken_charge": [-0.51, 0.58, -0.45, -0.45, -0.92, 0.28, -0.49, 0.37, 0.34, 0.29, 0.35, 0.55, 0.40, 0.35, 0.31],
  "total_charge": 1,
  "total_energy_ev": -9398.4433,
  "mol_weight_da": 100.12,
  "spin_multiplicity": 2,
  "s2": 0.7539
}


Entry 2:
{
  "formula": "C4H6N2",
  "method": "the ωB97M-V functional and the def2-TZVPD basis",
  "symbols": ["C", "C", "C", "C", "N", "N", "H", "H", "H", "H", "H", "H"],
  "coordinates": [[0.83824, 0.13144, 0.14544], [-0.52268, 0.06599, -0.01538], [0.72147, 1.68931, 0.07028], [-1.32183, -1.21618, 0.05197], [-0.73075, 1.34415, -0.09317], [2.04689, -0.82859, -0.29169], [0.79932, 2.05543, 1.08539], [1.31533, 2.31432, -0.64091], [-1.83815, -1.18131, -0.99220], [-2.12246, -1.28017, 0.84012], [-0.64111, -1.98511, 0.20126], [2.82151, -0.27243, -0.16512]],
  "mulliken_charge": [0.20, 0.46, -0.27, -0.93, -0.56, -0.52, 0.22, 0.30, 0.24, 0.30, 0.32, 0.25],
  "total_charge": 0,
  "total_energy_ev": -7220.5252,
  "mol_weight_da": 82.11
}


Entry 3:
{
  "formula": "C34H90N10O12",
  "method": "the ωB97M-V functional and the def2-TZVPD basis",
  "symbols": ["C", "O", "C", "C", "C", "N", "H", "H", "H", "H", "H", "H", "H", "H", "H", "H", "H", "C", "O", "C", "C", "C", "N", "H", "H", "H", "H", "H", "H", "H", "H", "H", "H", "H", "C", "O", "C", "C", "N", "C", "C", "O", "C", "H", "H", "H", "H", "H", "H", "H", "H", "H", "H", "H", "H", "H", "H", "H", "C", "O", "C", "C", "N", "C", "C", "O", "C", "H", "H", "H", "H", "H", "H", "H", "H", "H", "H", "H", "H", "H", "H", "H", "C", "O", "C", "C", "N", "C", "C", "O", "C", "H", "H", "H", "H", "H", "H", "H", "H", "H", "H", "H", "H", "H", "H", "H", "C", "O", "C", "C", "N", "C", "C", "O", "C", "H", "H", "H", "H", "H", "H", "H", "H", "H", "H", "H", "H", "H", "H", "H", "N", "C", "N", "O", "H", "H", "H", "H", "N", "C", "N", "O", "H", "H", "H", "H"],
  "coordinates": [[1.51309, -4.55105, 4.42386], [0.81999, -4.37193, 3.21088], [1.46988, -4.87993, 2.06786], [1.13845, -3.99890, 0.87464], [-0.34151, -3.94446, 0.50320], [1.87066, -4.46505, -0.30088], [1.59908, -5.62605, 4.64315], [0.94571, -4.19292, 5.27961], [2.51696, -4.13564, 4.32277], [2.54423, -5.01124, 2.23548], [1.11147, -5.89696, 1.85195], [1.49339, -3.00598, 1.19495], [-0.74217, -2.95098, 0.28449], [-0.88456, -4.15818, 1.43126], [-0.55890, -4.60573, -0.33075], [2.87709, -4.33688, -0.26967], [1.58065, -3.97070, -1.15014], [-2.10578, 4.97987, 2.03835], [-2.48405, 5.56397, 0.81826], [-2.49871, 4.76058, -0.34088], [-1.19978, 5.01664, -1.09635], [-0.90776, 6.50115, -1.37935], [-1.25648, 4.27585, -2.40702], [-1.78136, 5.75781, 2.72701], [-1.27028, 4.28870, 1.87568], [-2.87253, 4.39460, 2.55590], [-2.47075, 3.69454, -0.07737], [-3.43323, 4.92462, -0.87975], [-0.32026, 4.58503, -0.61479], [0.06978, 6.59319, -1.85388], [-0.83759, 7.13801, -0.49583], [-1.76046, 6.88259, -1.94592], [-1.90220, 4.84987, -2.95855], [-0.40254, 4.53420, -2.90595], [-3.75790, -3.30270, -3.08573], [-4.63432, -2.98167, -2.02612], [-3.98372, -2.25103, -1.01216], [-3.41472, -0.87533, -1.46053], [-4.33304, -0.05598, -2.19544], [-4.04454, 1.36686, -2.23576], [-5.00679, 2.11553, -3.10950], [-5.11552, 1.51269, -4.39065], [-5.90401, 2.18324, -5.35302], [-3.45627, -2.43606, -3.68158], [-4.32928, -3.92976, -3.77120], [-2.89201, -3.86527, -2.72502], [-3.15159, -2.84788, -0.60297], [-4.60139, -2.20794, -0.11106], [-2.48330, -1.16469, -1.96318], [-3.20888, -0.36537, -0.51876], [-4.44203, -0.33769, -3.16326], [-3.01723, 1.69284, -2.43914], [-4.21273, 1.78690, -1.23444], [-4.67995, 3.16243, -3.11336], [-6.02443, 2.06731, -2.70222], [-6.95911, 2.32464, -5.11073], [-5.92097, 1.47242, -6.18214], [-5.38990, 3.07738, -5.70509], [0.58056, -4.53553, -3.42317], [1.40257, -3.48594, -2.96371], [1.18953, -2.27687, -3.67716], [1.88623, -1.13477, -2.94155], [1.55097, 0.16443, -3.52907], [2.70271, 1.04882, -3.69077], [3.21345, 1.76622, -2.42406], [2.32610, 2.76048, -2.02493], [2.38853, 3.03823, -0.63788], [-0.40621, -4.16081, -3.73948], [0.29497, -5.15316, -2.57189], [1.01318, -5.02956, -4.29627], [0.11946, -2.06121, -3.77080], [1.57019, -2.33844, -4.70330], [2.96827, -1.29774, -2.95451], [1.61837, -1.25809, -1.89038], [1.16372, 0.01317, -4.45235], [2.37082, 1.89410, -4.30287], [3.48311, 0.56462, -4.28742], [4.15959, 2.23495, -2.73379], [3.46281, 1.00957, -1.67020], [1.58833, 3.74026, -0.41401], [3.36133, 3.48193, -0.39836], [2.25330, 2.14156, -0.02557], [7.57010, -5.37842, -5.88324], [6.39233, -4.73409, -5.41652], [6.23144, -4.75253, -4.02011], [4.95780, -3.94351, -3.74861], [4.72947, -3.71718, -2.32266], [5.68011, -2.78722, -1.75194], [5.14406, -2.29476, -0.42251], [3.93785, -1.54668, -0.63291], [3.64830, -0.75097, 0.51091], [8.46599, -4.82542, -5.59474], [7.49603, -5.38823, -6.96800], [7.56851, -6.40482, -5.51023], [7.10258, -4.31210, -3.52759], [5.98348, -5.75941, -3.66835], [4.10365, -4.54394, -4.07847], [4.86820, -3.04634, -4.37501], [3.77116, -3.49342, -2.09943], [5.82759, -1.87714, -2.35019], [6.63048, -3.26608, -1.50598], [5.82345, -1.53224, -0.01948], [5.03766, -3.05899, 0.35308], [2.67411, -0.28134, 0.37246], [4.36283, 0.07780, 0.57704], [3.66236, -1.40355, 1.38570], [-3.33169, 4.87978, 9.79771], [-3.01450, 5.17594, 8.44654], [-3.72645, 4.40070, 7.49857], [-2.90686, 3.21850, 6.98668], [-1.89205, 3.74236, 6.09420], [-0.79600, 2.82866, 5.76955], [0.19534, 3.48460, 4.81239], [1.06196, 2.51416, 4.27383], [0.49109, 1.89245, 3.12487], [-2.49673, 5.27135, 10.37367], [-3.43838, 3.80747, 9.97867], [-4.26290, 5.38802, 10.06030], [-4.11684, 4.99813, 6.67092], [-4.66952, 4.08168, 7.96194], [-3.59174, 2.56666, 6.44197], [-2.49586, 2.73564, 7.88286], [-1.52573, 4.62375, 6.43501], [-1.28367, 2.07212, 5.14473], [-0.39065, 2.37202, 6.67690], [0.78884, 4.28573, 5.27718], [-0.27883, 4.16560, 4.09287], [0.81554, 2.37578, 2.20050], [-0.59578, 1.80439, 3.12122], [0.82349, 0.85512, 3.08589], [-0.62501, 1.36540, -1.37704], [-0.83963, 0.88717, -0.12600], [-0.12495, -0.24871, 0.12331], [-1.62380, 1.39039, 0.68836], [-1.09428, 2.22364, -1.63194], [-0.00806, 0.97743, -2.07528], [-0.26284, -0.76014, 0.98771], [0.55898, -0.45186, -0.57585], [-2.49135, -2.27857, 3.93321], [-1.99550, -1.40121, 3.02623], [-2.88390, -0.80927, 2.20792], [-0.77247, -1.19921, 2.98752], [-1.77827, -2.73464, 4.47375], [-3.47113, -2.43800, 4.05581], [-3.87714, -0.81205, 2.34807], [-2.56009, -0.13615, 1.52627]],
  "mulliken_charge": [-0.88, -0.14, -1.32, 1.93, -1.06, -0.61, 0.34, 0.22, 0.34, 0.49, 0.29, -0.28, -0.31, 0.52, 0.33, 0.24, 0.11, -0.42, -0.50, -0.27, 2.05, -1.64, -0.60, 0.37, -0.03, 0.30, -0.06, 0.30, -1.38, 0.45, 0.33, 0.41, 0.32, 0.25, -0.53, -0.45, -0.60, 1.08, -0.18, -0.01, -0.78, -0.31, -0.81, 0.21, 0.35, 0.15, 0.19, 0.32, -0.15, -0.37, 0.34, 0.04, 0.12, 0.39, 0.38, 0.31, 0.26, 0.29, -0.95, -0.25, -1.38, 1.84, -0.18, -1.22, 0.19, -0.25, -0.02, 0.26, 0.38, 0.23, 0.53, 0.30, -0.17, -1.20, 0.32, 0.56, 0.45, 0.45, -0.21, -0.21, 0.47, -0.12, -0.72, -0.32, -0.51, -0.48, -0.09, -0.54, -1.16, 0.33, -0.73, 0.28, 0.24, 0.30, 0.39, 0.31, 0.22, 0.28, -0.12, 0.26, 0.52, 0.50, 0.41, -0.23, 0.42, 0.46, -0.75, -0.36, -0.79, -0.37, -0.19, -0.18, -0.12, -0.47, -0.36, 0.25, 0.34, 0.27, 0.35, 0.45, 0.29, 0.26, 0.23, -0.01, 0.29, 0.43, -0.05, 0.13, 0.29, 0.06, 0.38, 0.76, 1.92, -1.06, -0.31, -0.02, -0.57, -1.11, -0.45, 0.61, 0.09, -0.62, 0.26, 0.13, 0.23, -0.43],
  "total_charge": 0,
  "total_energy_ev": -76183.5697,
  "mol_weight_da": 831.15,
  "smiles": "COC[C@H](C)N.COC[C@H](C)N.COCCNCCOC.COCCNCCOC.COCCNCCOC.COCCNCCOC.NC(N)=O.NC(N)=O"
}